Record 1
22
Properties=species:S:1:pos:R:3:mulliken_charge:R:1 method="wB97M-V/def2-TZVPD" spin_multiplicity=1 e_tot_ha=-1141.063393 total_charge=+1 max_force_ha_per_bohr=0.0808 relative_energy_kcal_mol=69.51 orbital_gap_ev="8.4 / 8.4"
C -1.241 0.824 -0.164 -0.82
C -0.415 1.604 0.888 -0.90
C 0.555 -1.151 -0.331 -0.90
C -0.892 -0.720 -0.076 0.04
C 1.515 -0.565 0.646 -0.31
C 1.104 1.670 0.773 -0.03
C -1.776 -1.384 -1.132 0.69
N 3.844 -0.262 -0.136 -0.38
N 2.823 -0.490 0.286 0.62
F -2.979 -0.845 -1.210 -0.27
F -1.209 -1.251 -2.324 -0.27
F -1.931 -2.650 -0.821 -0.26
Cl 2.147 2.235 1.943 -0.01
H -2.378 0.995 -0.174 0.42
H -0.794 1.210 -1.096 0.31
H -0.657 2.696 0.723 0.41
H -0.739 1.418 1.812 0.58
H 0.732 -2.219 -0.370 0.62
H 0.868 -1.011 -1.450 0.41
H -1.263 -1.136 0.824 0.37
H 1.317 -0.903 1.718 0.31
H 1.369 1.934 -0.329 0.38

---

Record 2
63
Properties=species:S:1:pos:R:3:mulliken_charge:R:1 method="wB97M-V/def2-TZVPD" spin_multiplicity=1 e_tot_ha=-1320.520067 max_force_ha_per_bohr=0.0165 relative_energy_kcal_mol=26.04 orbital_gap_ev=8.5
C -3.249 5.244 -3.470 -1.21
C -2.567 4.800 -2.183 -0.56
C -2.758 3.302 -1.933 -0.47
N -4.169 2.955 -1.854 0.21
C -4.807 3.302 -0.604 -0.84
C -4.295 2.453 0.589 -0.98
N -3.881 1.149 0.111 0.08
C -2.637 0.646 0.375 1.34
C -1.974 -0.220 -0.510 -0.50
C -0.733 -0.736 -0.213 -1.36
C -0.085 -0.409 0.976 0.52
C 1.264 -0.883 1.343 0.61
O 1.976 -0.248 2.119 -0.82
N 1.647 -2.052 0.782 -0.06
C 2.911 -2.768 0.974 1.03
C 4.021 -1.969 0.250 -0.08
O 4.603 -2.382 -0.733 -0.69
N 4.279 -0.772 0.813 0.04
C 5.155 0.174 0.155 -0.59
C 4.391 1.189 -0.540 0.33
N 3.754 1.970 -1.078 -0.46
C 2.753 -4.146 0.320 -1.42
C 3.966 -5.042 0.563 -0.82
C 4.254 -5.184 2.053 -0.73
C 4.454 -3.807 2.676 -0.75
C 3.211 -2.948 2.470 -1.04
C -0.732 0.463 1.854 -0.95
C -1.978 0.966 1.574 -0.42
C -4.698 0.688 -0.985 -1.07
C -4.511 1.591 -2.225 -0.77
H -2.808 4.739 -4.327 0.28
H -3.143 6.317 -3.610 0.39
H -4.306 4.995 -3.432 0.30
H -1.495 4.999 -2.240 0.40
H -2.963 5.373 -1.344 0.28
H -2.191 3.010 -1.037 0.08
H -2.332 2.762 -2.782 0.52
H -4.642 4.359 -0.394 0.30
H -5.883 3.155 -0.739 0.37
H -5.088 2.352 1.342 0.28
H -3.444 2.956 1.049 0.59
H -2.418 -0.471 -1.460 0.31
H -0.252 -1.360 -0.954 0.38
H 0.997 -2.497 0.153 0.31
H 3.618 -0.411 1.506 0.25
H 5.811 0.655 0.890 0.33
H 5.757 -0.380 -0.576 0.36
H 2.618 -4.015 -0.756 0.56
H 1.859 -4.622 0.733 0.54
H 4.830 -4.608 0.062 0.34
H 3.777 -6.022 0.121 0.39
H 5.146 -5.796 2.200 0.36
H 3.417 -5.686 2.545 0.31
H 4.655 -3.902 3.744 0.40
H 5.315 -3.321 2.212 0.33
H 3.334 -1.982 2.956 0.43
H 2.348 -3.440 2.927 0.52
H -0.232 0.725 2.774 0.44
H -2.460 1.602 2.300 0.48
H -5.740 0.737 -0.647 0.40
H -4.476 -0.353 -1.212 0.44
H -3.731 1.194 -2.876 0.41
H -5.447 1.614 -2.798 0.35

---

Record 3
18
Properties=species:S:1:pos:R:3:mulliken_charge:R:1 method="wB97M-V/def2-TZVPD" spin_multiplicity=1 e_tot_ha=-728.585638 max_force_ha_per_bohr=0.0820 relative_energy_kcal_mol=33.33 orbital_gap_ev=8.3
C -1.105 -0.353 1.665 -1.23
C -0.563 -0.785 -1.955 -0.94
C -0.039 0.567 1.276 -0.25
C 0.111 0.626 -1.761 0.07
N 2.196 0.644 0.858 -0.92
N 1.184 0.158 1.501 0.29
Cl -1.058 1.918 -1.405 -0.24
H -1.791 -0.073 2.417 0.32
H -0.746 -1.265 1.925 0.46
H -1.719 -0.568 0.829 0.19
H 0.169 -1.650 -1.959 0.27
H -1.079 -0.850 -2.948 0.31
H -1.227 -1.055 -1.170 0.22
H -0.110 1.631 0.857 0.58
H 0.595 0.927 -2.595 0.43
H 0.874 0.543 -0.946 -0.03
H 3.113 0.285 1.217 0.17
H 1.194 -0.700 2.195 0.29

---

Record 4
16
Properties=species:S:1:pos:R:3:lowdin_spin:R:1 method="wB97M-V/def2-TZVPD" spin_multiplicity=3 e_tot_ha=-549.359923 total_charge=+1 s_squared=2.007 max_force_ha_per_bohr=0.0667 orbital_gap_ev="9.5 / 8.3"
C -0.857 -0.692 -1.069 0.04
C 3.095 0.380 0.010 0.03
C 0.342 -0.209 0.418 0.59
C -1.527 0.560 -0.381 0.06
C -0.452 1.026 0.675 0.07
N -0.308 -1.318 0.931 0.55
O 0.492 -0.360 -0.951 0.04
O 3.889 0.840 -0.649 0.02
O 2.295 -0.076 0.728 0.11
O -0.934 -1.839 -0.212 0.44
H -1.161 -0.953 -2.078 0.00
H 0.063 -2.027 1.560 0.03
H -1.653 1.333 -1.137 0.01
H -2.478 0.304 0.073 0.00
H 0.041 1.952 0.395 0.01
H -0.844 1.079 1.686 0.00

---

Record 5
16
Properties=species:S:1:pos:R:3:mulliken_charge:R:1 method="wB97M-V/def2-TZVPD" spin_multiplicity=1 e_tot_ha=-777.092206 max_force_ha_per_bohr=0.1299 relative_energy_kcal_mol=117.37 orbital_gap_ev=9.0
C 2.680 0.621 -0.081 -1.08
C 1.683 -0.143 0.590 0.02
C -1.466 0.007 -0.190 0.12
H 3.051 -0.081 -0.880 0.25
H 3.563 0.844 0.533 0.38
H 2.510 1.681 -0.442 0.26
H 2.025 -1.188 0.911 0.23
H 1.284 0.395 1.406 0.27
H -0.629 -1.752 -0.609 0.25
H -2.970 -1.419 -0.321 0.21
H -3.893 0.978 -0.625 0.34
N -0.509 -0.884 -0.117 -0.30
N -2.753 -0.569 0.113 -0.11
O 0.696 -0.305 -0.488 -0.14
O -3.964 0.119 0.246 -0.41
S -1.308 1.695 -0.046 -0.29